The following is a DFT calculation (ωB97M-V with the def2-TZVPD basis set) of C63H46NP2Ru as an isolated structure.

Values from the calculation:
maximum force: 2.434 eV/A
E_LUMO (spin up / spin down): -1.814 / -1.611 eV
ΔE to the lowest compared entry with this formula, charge and spin: 269.0 kcal/mol
expectation value of S²: 0.789
charge: 0
2S+1: 2
DFT total energy: -3260.19168 Ha

Element x y z (Å)
Ru1 -0.9373 0.4070 -0.5302
C1 -0.8017 4.2506 3.5851
C2 -2.2929 4.5871 3.4277
C3 -3.0285 3.9174 1.4478
C4 -2.5361 2.9030 0.4661
C5 -1.5635 2.0085 0.7104
C6 -0.2842 3.2787 2.5750
C7 -3.0283 2.7992 -0.8981
C8 -3.6258 3.8314 -1.6340
C9 -3.9343 3.6365 -2.9972
C10 -3.4609 2.5244 -3.6447
C11 -3.5488 2.1556 -5.0175
C12 -2.9471 1.0502 -5.5568
C13 -2.1696 0.0643 -4.7830
C14 -2.3257 0.2661 -3.2688
C15 -2.5687 1.6794 -2.8517
N1 -2.7370 1.6071 -1.4329
H1 -0.2251 4.5053 4.4637
H2 -2.6585 5.2929 4.1699
H3 -3.9321 4.3701 1.0394
H4 0.7944 3.1911 2.6724
H5 -3.8982 4.7498 -1.1350
H6 -4.5170 4.3791 -3.5337
H7 -4.1242 2.7924 -5.6829
H8 -3.0766 0.8651 -6.6172
H9 -2.4600 -0.9474 -5.0699
H10 -3.0074 -0.4553 -2.8189
C16 1.8853 -6.0319 -2.6582
C17 0.5313 -5.7772 -2.5012
C18 0.1051 -4.5500 -2.0063
C19 1.0064 -3.5517 -1.6511
C20 2.3615 -3.8204 -1.8354
C21 2.8018 -5.0425 -2.3262
P1 0.3636 -1.7433 -1.2188
C22 -1.0946 -2.4666 -0.2660
C23 -0.7858 -3.4238 0.7065
C24 -1.7320 -3.8346 1.6282
C25 -3.0013 -3.2649 1.6242
C26 -3.3142 -2.3101 0.6751
C27 -2.3774 -1.9108 -0.2784
C28 0.4953 -1.4584 -3.1647
C29 0.9450 -2.2737 -4.1935
C30 0.7527 -1.9607 -5.5749
C31 0.0656 -0.8506 -5.9349
C32 -0.4696 0.0635 -4.9315
C33 0.0073 1.4934 -5.1217
C34 -0.2874 2.3775 -4.1709
C35 -0.9714 1.9836 -2.9260
C36 -0.9159 0.4676 -2.6067
C37 -0.1508 -0.3083 -3.5462
H11 2.2232 -6.9878 -3.0367
H12 -0.1975 -6.5328 -2.7667
H13 -0.9603 -4.3714 -1.9056
H14 3.0936 -3.0523 -1.6122
H15 3.8623 -5.2217 -2.4570
H16 0.2094 -3.8504 0.7379
H17 -1.4740 -4.5848 2.3661
H18 -3.7416 -3.5725 2.3511
H19 -4.3026 -1.8689 0.6525
H20 -2.6995 -1.2286 -1.0567
H21 1.4592 -3.1994 -3.9694
H22 1.1323 -2.6439 -6.3219
H23 -0.1164 -0.6343 -6.9821
H24 0.5134 1.7530 -6.0406
H25 -0.0179 3.4196 -4.3001
H26 -0.7249 2.6617 -2.1070
C38 1.7638 -1.6084 -0.0785
C39 2.5601 -1.8300 0.8045
C40 3.5418 -2.2276 1.7761
C41 3.4961 -1.7969 3.1012
C42 4.4277 -2.2595 4.0168
C43 5.4161 -3.1493 3.6215
C44 5.4727 -3.5766 2.3012
C45 4.5413 -3.1224 1.3837
H27 2.7196 -1.1132 3.4178
H28 4.3757 -1.9230 5.0442
H29 6.1380 -3.5134 4.3409
H30 6.2415 -4.2699 1.9863
H31 4.5712 -3.4615 0.3564
C46 0.8117 -1.3550 5.6987
C47 0.3476 -2.0836 4.6159
C48 0.2342 -1.4780 3.3712
C49 0.5828 -0.1463 3.1943
C50 1.0328 0.5866 4.2946
C51 1.1540 -0.0171 5.5354
P2 0.2651 0.6611 1.5878
C52 -0.9243 1.9803 2.0854
C53 -0.5677 4.6763 2.1163
C54 -2.0537 5.0148 1.9639
C55 -3.2920 3.4962 2.9629
C56 -3.0577 2.0864 3.3773
C57 -1.9863 1.3961 3.0010
C58 1.8283 1.5267 1.1699
C59 1.8311 2.3091 0.0149
C60 2.9757 2.9711 -0.3947
C61 4.1526 2.8433 0.3320
C62 4.1670 2.0573 1.4734
C63 3.0110 1.4111 1.8915
H32 0.8996 -1.8207 6.6717
H33 0.0701 -3.1233 4.7357
H34 -0.1241 -2.0427 2.5254
H35 1.2849 1.6344 4.1894
H36 1.5072 0.5601 6.3802
H37 0.2316 5.2788 1.7063
H38 -2.2419 6.0350 1.6378
H39 -4.3012 3.8008 3.2415
H40 -3.8220 1.5806 3.9569
H41 -1.9237 0.3466 3.2673
H42 0.9234 2.3977 -0.5761
H43 2.9508 3.5775 -1.2911
H44 5.0519 3.3502 0.0074
H45 5.0802 1.9387 2.0423
H46 3.0508 0.8006 2.7834

Results of the Mulliken charge analysis, in e, for atoms 1 through 5:
1. Ru -2.807
2. C -0.752
3. C -0.486
4. C -1.089
5. C 1.482